No. 1
DFT (ωB97M-V/def2-TZVPD) results for 3 unconnected molecules or ions with the total composition C35H66F6NO9 in a non-equilibrium geometry.

```
117
C35H66F6NO9 | the Open Molecules 2025 dataset | ωB97M-V/def2-TZVPD
C 4.50 0.01 3.10
C 4.01 1.37 2.57
C 3.43 1.24 1.17
C 2.16 0.41 1.08
C 1.01 0.95 1.94
C 0.48 2.31 1.47
C -0.92 2.26 0.86
C -0.93 2.20 -0.68
C -1.81 1.07 -1.18
C -1.98 0.94 -2.69
N -3.13 -0.05 -2.84
C -3.70 -0.29 -1.47
C -5.12 -0.81 -1.39
C -5.25 -2.12 -0.58
C -5.74 -1.92 0.86
C -5.03 -0.84 1.64
C -5.32 -0.90 3.13
C -6.76 -0.47 3.48
C -3.31 0.98 -0.76
C -4.16 2.14 -1.21
O -4.66 2.15 -2.31
C -4.41 3.33 -0.25
F -3.25 4.05 -0.22
F -4.64 2.89 1.01
C -5.53 4.30 -0.68
F -5.29 4.78 -1.93
F -5.46 5.35 0.19
C -6.96 3.72 -0.57
F -7.78 4.61 -1.18
F -7.07 2.54 -1.23
C -7.46 3.56 0.89
O -7.87 4.50 1.53
O -7.37 2.28 1.34
H 3.69 -0.57 3.52
H 5.24 0.18 3.88
H 4.99 -0.53 2.29
H 4.82 2.09 2.57
H 3.27 1.74 3.27
H 4.19 0.75 0.56
H 3.29 2.22 0.71
H 2.35 -0.62 1.36
H 1.80 0.44 0.05
H 1.31 0.99 2.98
H 0.21 0.20 1.90
H 0.46 2.95 2.34
H 1.20 2.76 0.79
H -1.55 3.06 1.23
H -1.39 1.34 1.23
H 0.09 1.94 -0.97
H -1.15 3.15 -1.14
H -1.29 0.16 -0.86
H -1.13 0.69 -3.30
H -2.32 1.88 -3.10
H -3.79 0.40 -3.48
H -2.83 -0.87 -3.36
H -3.03 -1.03 -1.04
H -5.76 -0.09 -0.89
H -5.52 -1.04 -2.38
H -5.93 -2.78 -1.09
H -4.30 -2.66 -0.54
H -6.82 -1.77 0.84
H -5.60 -2.86 1.39
H -5.36 0.14 1.30
H -3.95 -0.90 1.52
H -4.63 -0.22 3.63
H -5.10 -1.89 3.53
H -7.33 -0.34 2.56
H -6.74 0.51 3.96
H -7.26 -1.15 4.14
H -3.38 0.95 0.32
H -6.98 2.32 2.22
C 3.92 0.09 -7.54
O 2.89 1.03 -7.35
C 1.69 0.44 -6.91
C 0.82 1.46 -6.20
O 1.24 1.76 -4.87
C 2.40 2.59 -4.74
C 2.15 4.04 -5.08
O 2.15 4.24 -6.48
C 1.48 5.42 -6.86
H 3.67 -0.63 -8.31
H 4.81 0.64 -7.84
H 4.14 -0.43 -6.60
H 1.90 -0.39 -6.22
H 1.14 0.05 -7.78
H -0.17 1.02 -6.09
H 0.71 2.37 -6.79
H 3.23 2.19 -5.31
H 2.66 2.54 -3.68
H 2.94 4.66 -4.64
H 1.18 4.35 -4.65
H 0.43 5.40 -6.54
H 1.51 5.48 -7.95
H 1.97 6.30 -6.45
C 4.00 -6.53 7.02
O 4.48 -6.22 5.74
C 3.74 -5.19 5.11
C 4.57 -4.50 4.05
O 5.52 -3.58 4.57
C 6.68 -4.12 5.17
C 7.67 -4.70 4.19
O 7.27 -6.00 3.78
C 7.86 -6.38 2.56
H 2.97 -6.91 6.98
H 4.64 -7.30 7.44
H 4.03 -5.65 7.68
H 3.41 -4.45 5.85
H 2.85 -5.64 4.64
H 3.89 -3.89 3.45
H 5.04 -5.22 3.38
H 6.43 -4.85 5.95
H 7.17 -3.27 5.66
H 8.66 -4.78 4.67
H 7.75 -4.04 3.32
H 7.59 -5.68 1.75
H 7.49 -7.37 2.30
H 8.96 -6.42 2.64
```

Results
* E: -2703.9525 Ha
* orbital gap: 0.2598 Ha
* net charge: +1
* HOMO: -10.5 eV

---

No. 2
DFT (ωB97M-V/def2-TZVPD) results for a molecular structure, C13H30F3Na3O9S in a non-equilibrium geometry.

```
59
C13H30F3Na3O9S | the Open Molecules 2025 dataset | ωB97M-V/def2-TZVPD
Na -2.81 1.12 -2.93
Na -0.23 4.18 -4.44
Na 0.66 -1.65 -4.87
C 1.02 1.23 -0.92
F 1.25 0.16 -0.16
F 0.00 1.96 -0.44
F 2.15 2.04 -0.90
S 0.62 0.78 -2.81
O 1.62 -0.20 -3.27
O -0.74 0.23 -2.70
O 0.62 2.09 -3.44
C -2.16 -0.61 0.24
O -3.11 0.36 -0.26
C -4.39 0.19 0.27
C -5.13 -0.93 -0.45
O -6.10 -1.56 0.43
C -7.09 -2.37 -0.13
H -1.88 -0.24 1.22
H -1.23 -0.75 -0.32
H -2.53 -1.60 0.52
H -4.91 1.14 0.29
H -4.42 -0.07 1.33
H -4.51 -1.67 -0.94
H -5.68 -0.46 -1.26
H -6.69 -3.02 -0.91
H -7.83 -1.71 -0.58
H -7.51 -3.06 0.61
C -0.64 4.27 6.83
O 0.51 3.47 6.78
C 1.11 3.31 5.44
C 0.40 2.33 4.48
O 1.32 1.74 3.47
C 1.70 2.68 2.48
H -1.17 4.27 7.78
H -1.37 3.91 6.10
H -0.48 5.29 6.47
H 2.14 2.94 5.48
H 1.28 4.21 4.85
H -0.36 2.94 3.98
H -0.16 1.59 5.05
H 2.37 2.10 1.84
H 2.25 3.59 2.70
H 0.79 2.93 1.94
C 5.36 -4.09 -4.31
O 5.78 -2.84 -3.71
C 4.72 -1.94 -3.60
C 3.85 -2.24 -2.37
O 2.75 -3.02 -2.81
C 1.67 -3.12 -1.89
H 4.59 -4.66 -3.80
H 6.28 -4.67 -4.40
H 5.21 -4.05 -5.39
H 4.09 -1.89 -4.48
H 4.99 -0.89 -3.52
H 3.55 -1.27 -1.97
H 4.44 -2.87 -1.70
H 2.02 -3.22 -0.86
H 1.14 -4.06 -2.05
H 0.92 -2.33 -1.98
```

Results
* spin multiplicity: 2
* E: -2374.1112 Ha
* orbital gap (alpha / beta): 0.2159 / 0.0960 Ha
* net charge: +3
* HOMO (alpha / beta): -15.0 / -15.0 eV

---

No. 3
DFT (ωB97M-V/def2-TZVPD) results for a molecular structure, C36H52INO3PRbS2Si4.

```
101
C36H52INO3PRbS2Si4 | the Open Molecules 2025 dataset | ωB97M-V/def2-TZVPD
Rb -0.54 0.60 1.47
I -2.94 -1.74 -0.77
C -4.32 -0.90 -2.09
C -4.27 -1.43 -3.35
C -5.23 -1.11 -4.33
C -6.28 -0.31 -3.99
C -6.36 0.25 -2.69
C -7.51 1.02 -2.36
C -7.64 1.58 -1.13
C -6.57 1.49 -0.23
C -5.41 0.80 -0.50
P -3.98 1.14 0.65
C -4.66 0.65 2.28
C -4.22 -0.56 2.82
C -4.67 -0.99 4.05
C -5.58 -0.23 4.77
C -6.01 0.98 4.25
C -5.55 1.42 3.02
C -4.04 2.97 0.74
C -4.44 3.77 -0.32
C -4.29 5.15 -0.26
C -3.73 5.74 0.87
C -3.31 4.94 1.92
C -3.45 3.56 1.86
C -5.33 0.05 -1.73
H -3.49 -2.13 -3.60
H -5.15 -1.53 -5.32
H -7.07 -0.09 -4.69
H -8.28 1.13 -3.12
H -8.52 2.15 -0.87
H -6.64 2.04 0.70
H -3.47 -1.14 2.29
H -4.26 -1.90 4.48
H -5.91 -0.56 5.75
H -6.69 1.61 4.83
H -5.85 2.40 2.67
H -4.86 3.33 -1.22
H -4.59 5.76 -1.10
H -3.60 6.81 0.92
H -2.84 5.38 2.80
H -3.07 2.95 2.68
C -0.36 -3.69 4.61
C 0.57 -3.31 3.46
C 1.34 -4.53 2.94
C 1.53 -2.20 3.90
C -0.26 -2.82 2.33
N -0.89 -2.51 1.42
H 0.24 -4.11 5.42
H -1.09 -4.45 4.29
H -0.88 -2.81 4.98
H 1.96 -4.91 3.75
H 1.98 -4.26 2.11
H 0.66 -5.32 2.63
H 2.13 -2.58 4.73
H 1.00 -1.30 4.22
H 2.21 -1.93 3.08
O -0.19 2.20 5.82
S -0.53 1.33 4.71
O -1.42 2.01 3.73
O 0.66 0.85 3.97
S -1.51 -0.33 5.38
C 2.87 -0.01 -4.58
Si 2.78 1.47 -3.40
C 4.37 1.37 -2.36
C 3.06 2.97 -4.54
Si 0.89 1.38 -2.03
Si -0.74 1.30 -3.70
C -0.99 -0.49 -4.28
C -0.49 2.25 -5.33
C -2.41 1.89 -3.02
Si 0.74 3.67 -1.53
C 0.21 4.90 -2.88
C -0.49 3.97 -0.13
C 2.40 4.34 -0.89
H 3.83 -0.04 -5.09
H 2.08 0.05 -5.34
H 2.73 -0.95 -4.04
H 5.26 1.40 -2.99
H 4.38 0.44 -1.79
H 4.42 2.20 -1.65
H 3.98 2.83 -5.12
H 3.17 3.90 -3.97
H 2.23 3.10 -5.24
H -0.09 -0.87 -4.76
H -1.82 -0.56 -5.00
H -1.21 -1.13 -3.43
H 0.37 1.86 -5.88
H -0.33 3.32 -5.16
H -1.38 2.14 -5.98
H -2.61 1.41 -2.06
H -3.23 1.66 -3.70
H -2.40 2.97 -2.85
H -0.81 4.71 -3.21
H 0.86 4.85 -3.76
H 0.25 5.92 -2.48
H -1.46 3.50 -0.33
H -0.67 5.04 0.01
H -0.12 3.58 0.83
H 3.17 4.33 -1.66
H 2.75 3.73 -0.05
H 2.29 5.37 -0.53
```

Results
* energy relative to the best compared isomer or geometry (same formula, charge and spin): 0.000 eV
* E: -4301.1517 Ha
* orbital gap: 0.1938 Ha
* net charge: -2
* HOMO: -1.6 eV

---

No. 4
DFT (ωB97M-V/def2-TZVPD) results for 2 unconnected molecules or ions with the total composition C5H14N2O.

```
22
C5H14N2O | the Open Molecules 2025 dataset | ωB97M-V/def2-TZVPD
C 3.27 0.36 0.37
C 1.85 0.08 -0.12
C 0.77 0.79 0.68
C -0.55 0.95 -0.06
N -1.28 -0.32 -0.04
C -2.55 -0.29 -0.15
N -3.39 0.80 -0.32
H 4.03 0.19 -0.40
H 3.40 1.40 0.68
H 3.53 -0.28 1.21
H 1.77 0.41 -1.15
H 1.72 -1.00 -0.08
H 1.17 1.75 1.03
H 0.54 0.25 1.60
H -0.36 1.17 -1.10
H -1.12 1.74 0.43
H -3.07 -1.24 -0.14
H -4.13 0.62 -0.98
H -2.96 1.70 -0.49
O -1.14 -3.22 -0.55
H -0.41 -3.60 -0.07
H -1.09 -2.26 -0.36
```

Results
* energy relative to the best compared isomer or geometry (same formula, charge and spin): 1.330 eV
* E: -383.6518 Ha
* orbital gap: 0.3845 Ha
* HOMO: -9.6 eV
* structure (SMILES): CCCC/N=C\N.O

---

No. 5
DFT (ωB97M-V/def2-TZVPD) results for a molecular structure, C22H30BrN5O2Ti.

```
61
C22H30BrN5O2Ti | the Open Molecules 2025 dataset | ωB97M-V/def2-TZVPD
Ti -0.18 0.02 0.92
O 0.58 -5.43 2.08
C -0.50 -4.94 2.74
C -1.24 -5.86 3.48
C -2.36 -5.44 4.18
C -2.76 -4.11 4.14
C -2.03 -3.20 3.41
C -0.89 -3.60 2.70
C -0.09 -2.62 1.91
O -0.50 -1.24 2.12
N -0.18 -2.90 0.48
N -0.22 -1.76 -0.30
C -0.52 -1.86 -1.55
C -0.82 -0.73 -2.37
Br -1.25 0.88 -1.37
C -0.92 -0.80 -3.72
C -1.30 0.12 -4.76
C -0.84 -0.17 -6.05
C -1.15 0.66 -7.11
C -1.97 1.76 -6.90
C -2.47 2.04 -5.63
C -2.13 1.23 -4.56
H 1.05 -4.77 1.55
H -0.91 -6.89 3.50
H -2.92 -6.16 4.75
H -3.64 -3.79 4.69
H -2.32 -2.16 3.39
H 0.97 -2.62 2.21
H -0.94 -3.55 0.27
H -0.63 -2.84 -2.01
H -0.61 -1.78 -4.09
H -0.22 -1.05 -6.22
H -0.78 0.43 -8.10
H -2.24 2.39 -7.74
H -3.15 2.87 -5.49
H -2.59 1.43 -3.61
N 2.28 4.46 -0.63
C 1.80 3.31 0.24
C 3.01 2.53 0.73
C 2.69 1.49 1.80
N 2.01 0.28 1.23
C 1.86 2.10 2.93
C 0.64 2.88 2.48
N -0.48 1.96 2.08
C 0.98 3.89 1.38
H 2.86 4.13 -1.42
H 2.86 5.11 -0.09
H 1.50 4.99 -1.03
H 1.18 2.70 -0.43
H 3.72 3.23 1.19
H 3.55 2.07 -0.11
H 3.64 1.16 2.21
H 2.10 -0.45 1.95
H 2.57 -0.08 0.46
H 2.51 2.78 3.49
H 1.58 1.32 3.65
H 0.28 3.47 3.33
H -1.28 2.53 1.80
H -0.80 1.53 2.95
H 1.55 4.69 1.86
H 0.06 4.36 1.00
```

Results
* spin multiplicity: 2
* E: -4703.1783 Ha
* orbital gap (alpha / beta): 0.2105 / 0.2110 Ha
* net charge: +3
* HOMO (alpha / beta): -14.9 / -14.9 eV

---

No. 6
DFT (ωB97M-V/def2-TZVPD) results for 3 unconnected molecules or ions with the total composition C5H14O3 in a non-equilibrium geometry.

```
22
C5H14O3 | the Open Molecules 2025 dataset | ωB97M-V/def2-TZVPD
O -2.12 -1.28 -1.25
C -2.16 -0.06 -1.42
C -1.22 0.97 -0.88
C 0.27 0.61 -1.20
C 1.18 1.28 -0.20
C 2.41 0.30 0.02
H -3.15 0.21 -1.93
H -1.40 1.22 0.16
H -1.43 1.94 -1.25
H 0.38 0.90 -2.23
H 0.33 -0.51 -1.19
H 0.54 1.42 0.59
H 1.62 2.11 -0.72
H 2.91 0.18 -0.91
H 2.00 -0.62 0.40
H 3.03 0.60 0.86
H -1.70 -0.45 0.89
H -1.43 -1.82 0.43
O -1.46 -1.20 1.26
H 1.08 -2.37 2.78
H -0.03 -1.58 2.47
O 0.37 -1.87 3.34
```

Results
* spin multiplicity: 2
* energy relative to the best compared isomer or geometry (same formula, charge and spin): 1.729 eV
* E: -424.5399 Ha
* orbital gap (alpha / beta): 0.1345 / 0.2692 Ha
* net charge: -1
* HOMO (alpha / beta): 0.0 / -3.7 eV

---

No. 7
DFT (ωB97M-V/def2-TZVPD) results for a molecular structure, C7H9BrF3IrNO8S.

```
31
C7H9BrF3IrNO8S | the Open Molecules 2025 dataset | ωB97M-V/def2-TZVPD
Ir 1.18 -1.38 0.31
O 1.84 0.83 -0.20
C 0.82 1.79 -0.49
C -0.01 1.45 -1.72
N -0.81 0.22 -1.70
C -0.60 -0.72 -2.79
C 0.83 -1.29 -2.89
O 1.22 -1.66 -3.97
O 1.53 -1.31 -1.80
C -1.89 0.06 -0.89
C -1.83 -1.46 0.22
O -2.83 -1.49 0.85
O -0.84 -2.14 -0.06
H 2.30 0.61 -1.02
H 0.21 1.85 0.41
H 1.29 2.75 -0.67
H -0.69 2.29 -1.89
H 0.64 1.38 -2.59
H -1.29 -1.55 -2.66
H -0.84 -0.23 -3.74
H -2.07 0.87 -0.19
H -2.78 -0.34 -1.38
Br 2.55 -3.27 0.76
F -1.12 1.20 4.39
C 0.17 1.01 4.10
F 0.66 2.13 3.58
F 0.82 0.73 5.22
S 0.36 -0.40 2.92
O 1.78 -0.52 2.68
O -0.31 -1.50 3.52
O -0.28 0.10 1.67
```

Results
* spin multiplicity: 6
* energy relative to the best compared isomer or geometry (same formula, charge and spin): 0.466 eV
* E: -4304.7985 Ha
* orbital gap (alpha / beta): 0.3472 / 0.2331 Ha
* HOMO (alpha / beta): -9.5 / -9.7 eV

---

No. 8
DFT (ωB97M-V/def2-TZVPD) results for H4N3P in the gas phase in a non-equilibrium geometry.

```
8
H4N3P | the Open Molecules 2025 dataset | ωB97M-V/def2-TZVPD
P 1.01 0.06 0.07
N -0.65 0.03 0.69
N -1.67 0.71 -0.04
N -1.64 -0.71 0.08
H 1.34 -0.29 1.45
H 1.56 1.38 0.28
H -1.27 1.12 -0.89
H -1.31 -1.47 -0.86
```

Results
* energy relative to the best compared isomer or geometry (same formula, charge and spin): 4.007 eV
* E: -507.8106 Ha
* orbital gap: 0.3407 Ha
* HOMO: -8.8 eV
* structure (SMILES): Pn1[nH][nH]1

---

No. 9
DFT (ωB97M-V/def2-TZVPD) results for a molecular structure, C4H6FNO in a non-equilibrium geometry.

```
13
C4H6FNO | the Open Molecules 2025 dataset | ωB97M-V/def2-TZVPD
C -0.53 1.92 -0.43
C -0.98 1.47 0.83
C 0.62 1.15 -0.85
C 0.78 -1.40 0.48
N 0.81 0.01 0.73
O -0.29 0.52 1.48
F 1.84 1.67 -0.70
H -0.92 2.65 -1.14
H -1.73 1.85 1.42
H 0.67 0.69 -1.96
H 1.37 -2.03 1.25
H -0.24 -1.89 0.38
H 1.44 -1.59 -0.47
```

Results
* energy relative to the best compared isomer or geometry (same formula, charge and spin): 4.741 eV
* E: -385.6993 Ha
* orbital gap: 0.3583 Ha
* HOMO: -8.7 eV

---

No. 10
DFT (ωB97M-V/def2-TZVPD) results for C5H8N2 in the gas phase in a non-equilibrium geometry.

```
15
C5H8N2 | the Open Molecules 2025 dataset | ωB97M-V/def2-TZVPD
C 2.36 -0.46 0.29
C 0.94 0.12 0.04
C -0.25 -0.69 -0.38
C -1.36 0.06 -0.17
N -2.70 -0.17 -0.49
C -0.88 1.30 0.45
N 0.38 1.29 0.75
H 2.54 -0.92 1.26
H 2.61 -1.19 -0.50
H 3.10 0.34 0.16
H 1.25 0.86 -0.71
H -0.26 -1.71 -0.77
H -3.37 0.12 0.21
H -2.88 -1.13 -0.75
H -1.49 2.19 0.62
```

Results
* energy relative to the best compared isomer or geometry (same formula, charge and spin): 1.524 eV
* E: -304.7795 Ha
* orbital gap: 0.3456 Ha
* HOMO: -8.5 eV
* structure (SMILES): C[C@H]1C=C(N)C=N1

---

No. 11
DFT (ωB97M-V/def2-TZVPD) results for 2 unconnected molecules or ions with the total composition C18H17NO2S in a non-equilibrium geometry.

```
39
C18H17NO2S | the Open Molecules 2025 dataset | ωB97M-V/def2-TZVPD
C -6.33 2.49 -0.27
O -6.33 1.04 -0.34
C -5.13 0.42 -0.34
C -5.11 -0.99 -0.20
C -3.91 -1.65 -0.07
C -2.67 -0.95 -0.05
C -1.44 -1.62 0.20
C -0.20 -0.99 0.17
C 0.96 -1.52 0.70
C 2.20 -0.81 0.68
C 3.19 -1.02 1.68
C 4.33 -0.24 1.73
C 4.55 0.74 0.73
O 5.69 1.47 0.82
C 5.94 2.44 -0.23
C 3.60 0.94 -0.30
C 2.45 0.17 -0.32
C -2.71 0.46 -0.26
C -3.90 1.13 -0.41
H -7.38 2.75 -0.23
H -5.80 2.85 0.63
H -5.86 2.93 -1.17
H -6.07 -1.51 -0.18
H -3.90 -2.73 0.05
H -1.48 -2.68 0.43
H -0.13 0.00 -0.29
H 0.93 -2.48 1.21
H 3.01 -1.78 2.43
H 5.08 -0.36 2.51
H 6.91 2.87 0.05
H 6.00 1.96 -1.22
H 5.17 3.22 -0.24
H 3.77 1.69 -1.07
H 1.74 0.31 -1.13
H -1.79 1.04 -0.29
H -3.90 2.22 -0.53
N 1.70 -3.34 -1.94
C 2.73 -3.87 -1.65
S 4.12 -4.60 -1.27
```

Results
* energy relative to the best compared isomer or geometry (same formula, charge and spin): 4.393 eV
* E: -1299.4022 Ha
* orbital gap: 0.1296 Ha
* HOMO: -6.1 eV